Here is an isolated molecule of C11H16N2O7S2 at a distorted geometry from the OMol25 dataset. Energies are from ωB97M-V/def2-TZVPD.

HOMO energy, eV: -10.504
Kohn-Sham gap, eV: 10.7
LUMO level, eV: 0.16
DFT total energy, eV: -50647.74045
Structure (SMILES): CS(=O)(=O)N(CCCCS(=O)(=O)O)C(=O)Oc1cccnc1

The geometry in ORCA input format:
```
! RIJCOSX wB97M-V def2-TZVPD def2/J DEFGRID3
* xyz 0 1
C -1.29 1.71 -2.06
S 0.50 1.55 -2.16
O 0.97 1.97 -3.43
O 1.04 2.39 -1.12
N 0.85 -0.09 -1.86
C 0.87 -0.40 -0.42
C 2.18 0.07 0.29
C 1.75 0.73 1.61
C 2.87 0.79 2.65
S 2.15 1.26 4.23
O 0.82 0.73 4.35
O 3.00 0.85 5.30
O 2.04 2.86 4.21
C 0.04 -0.93 -2.66
O -0.24 -0.62 -3.80
O -0.38 -2.16 -2.17
C -1.67 -2.09 -1.62
C -1.83 -2.14 -0.26
C -3.10 -2.12 0.24
C -4.14 -2.06 -0.65
N -4.02 -1.99 -1.96
C -2.78 -2.02 -2.41
H -1.46 2.78 -2.07
H -1.77 1.19 -2.88
H -1.61 1.33 -1.09
H 0.00 0.06 0.05
H 0.80 -1.47 -0.23
H 2.80 -0.81 0.47
H 2.68 0.78 -0.36
H 0.94 0.10 2.00
H 1.30 1.71 1.41
H 3.58 1.56 2.32
H 3.33 -0.18 2.79
H 1.83 3.10 3.29
H -1.00 -2.20 0.42
H -3.29 -2.18 1.30
H -5.15 -2.05 -0.24
H -2.63 -1.99 -3.48
*
```

Here is a structure of composition C23H23BIrN4O4 from the OMol25 dataset. Energies are from ωB97M-V/def2-TZVPD.

HOMO energy, eV: -5.700
Kohn-Sham gap, eV: 7.4
LUMO level, eV: 1.71
Energy above the lowest of the compared OMol25 structures with the same formula, charge and spin, eV: 0.000
DFT total energy, eV: -41894.19145

The geometry in ORCA input format:
```
! RIJCOSX wB97M-V def2-TZVPD def2/J DEFGRID3
* xyz -1 1
Ir 0.53 -0.31 0.42
O 5.83 -4.56 -1.24
C 5.62 -4.09 -0.10
O 6.22 -4.24 0.98
C 4.37 -3.16 -0.02
C 3.61 -2.90 -1.15
C 2.51 -2.07 -1.07
N 2.16 -1.51 0.09
C 2.88 -1.75 1.20
C 3.99 -2.57 1.18
C 2.40 -1.06 2.45
O 2.99 -1.16 3.50
O 1.31 -0.33 2.29
H 3.90 -3.37 -2.09
H 1.89 -1.84 -1.92
H 4.56 -2.75 2.08
C 1.86 1.86 0.45
C 0.96 2.54 1.49
C -0.34 3.02 0.89
C -0.53 4.36 0.59
C -1.71 4.79 0.00
C -2.68 3.87 -0.34
C -2.52 2.50 -0.08
C -3.55 1.54 -0.63
C -3.88 1.80 -2.10
C -1.37 2.11 0.61
N -1.14 0.75 0.96
C -2.05 0.01 1.52
C -1.80 -1.38 1.59
C -2.49 -2.51 2.05
C -1.70 -3.60 1.73
C -0.55 -3.12 1.08
N -0.63 -1.79 1.00
H 2.72 1.37 0.90
H 2.20 2.57 -0.31
H 1.33 1.14 -0.25
H 1.50 3.39 1.92
H 0.78 1.84 2.31
H 0.26 5.07 0.83
H -1.86 5.84 -0.22
H -3.57 4.20 -0.85
H -4.47 1.60 -0.03
H -3.19 0.52 -0.56
H -4.34 2.78 -2.26
H -4.57 1.04 -2.47
H -2.98 1.74 -2.72
H -2.97 0.44 1.89
H -3.44 -2.51 2.55
H -1.91 -4.64 1.93
H 0.30 -3.66 0.69
B -1.28 -0.30 -3.96
C -0.68 -0.31 -2.51
N -0.23 -0.30 -1.44
H -2.43 -0.69 -3.87
H -0.61 -1.05 -4.63
H -1.23 0.84 -4.36
*
```

Here is a cluster of 2 separate species, CHNOP2S in total at a distorted geometry from the OMol25 dataset. Energies are from ωB97M-V/def2-TZVPD.

HOMO energy (alpha / beta), eV: -8.764 / -8.767
Kohn-Sham gap (alpha / beta), eV: 6.9 / 6.9
LUMO level (alpha / beta), eV: -1.88 / -1.88
Energy above the lowest of the compared OMol25 structures with the same formula, charge and spin, eV: 1.554
DFT total energy, eV: -33998.66753

The geometry in ORCA input format:
```
! RIJCOSX wB97M-V def2-TZVPD def2/J DEFGRID3
* xyz 0 1
C 0.97 0.12 -0.30
N -1.01 -2.02 -0.14
O 0.93 0.40 -1.43
P -0.66 1.77 0.84
P -2.19 0.88 0.18
S 0.25 -1.54 0.48
H 1.70 0.39 0.37
*
```

Here is a cluster of 2 separate species, C19H17ClN2O5S in total at a distorted geometry from the OMol25 dataset. Energies are from ωB97M-V/def2-TZVPD.

HOMO energy, eV: -13.093
Kohn-Sham gap, eV: 4.3
LUMO level, eV: -8.82
DFT total energy, eV: -56526.47087

The geometry in ORCA input format:
```
! RIJCOSX wB97M-V def2-TZVPD def2/J DEFGRID3
* xyz 2 1
O 3.24 -0.91 -1.70
C 3.23 0.01 -0.85
Cl 3.62 -0.27 0.93
C 2.83 1.55 -1.22
N 1.32 1.60 -1.16
C 0.58 0.97 -2.25
C -0.98 0.93 -2.25
C -1.79 1.58 -1.07
C -3.37 1.45 -1.13
C -4.28 1.88 -2.32
C -5.83 1.63 -2.19
N -6.44 1.00 -1.04
C -7.92 0.71 -0.94
S -8.12 -1.14 -1.30
O -9.27 -1.39 -2.26
O -8.34 -1.83 0.04
C -5.63 0.60 0.11
C -4.08 0.80 0.13
C -0.96 2.26 0.05
C 0.61 2.24 -0.05
H 3.31 2.27 -0.46
H 3.24 1.86 -2.25
H 1.10 0.48 -3.15
H -1.55 0.42 -3.11
H -3.83 2.37 -3.25
H -6.56 1.92 -3.04
H -8.32 0.87 0.14
H -8.56 1.33 -1.65
H -6.92 -1.66 -1.84
H -6.12 0.10 1.03
H -3.46 0.48 1.04
H -1.49 2.73 0.94
H 1.30 2.73 0.73
C 6.41 -1.58 2.54
C 6.28 -2.87 2.23
C 7.32 -3.85 2.61
O 7.20 -5.03 2.33
C 8.49 -3.35 3.35
C 8.62 -2.06 3.66
C 7.59 -1.08 3.28
O 7.70 0.10 3.56
H 5.66 -0.84 2.27
H 5.42 -3.25 1.69
H 9.24 -4.09 3.62
H 9.48 -1.68 4.20
*
```

Here is an isolated molecule of C4H5NOS2 at a distorted geometry from the OMol25 dataset. Energies are from ωB97M-V/def2-TZVPD.

HOMO energy, eV: -7.837
Kohn-Sham gap, eV: 8.6
LUMO level, eV: 0.72
Energy above the lowest of the compared OMol25 structures with the same formula, charge and spin, eV: 0.755
DFT total energy, eV: -29436.33953
Structure (SMILES): Nc1occ(S)c1S

The geometry in ORCA input format:
```
! RIJCOSX wB97M-V def2-TZVPD def2/J DEFGRID3
* xyz 0 1
N 2.39 0.09 -0.21
C 1.02 -0.19 -0.12
O 0.64 -1.48 -0.12
C -0.73 -1.47 -0.13
C -1.20 -0.21 -0.04
S -2.82 0.40 -0.15
C -0.06 0.65 -0.15
S 0.06 2.38 -0.20
H 3.05 -0.61 0.09
H 2.54 1.02 0.17
H -1.24 -2.46 -0.13
H -3.42 -0.82 -0.07
H -0.22 2.69 1.08
*
```

Here is a structure of composition C2H6N2 at a distorted geometry from the OMol25 dataset. Energies are from ωB97M-V/def2-TZVPD.

HOMO energy, eV: -8.609
Kohn-Sham gap, eV: 8.7
LUMO level, eV: 0.07
Energy above the lowest of the compared OMol25 structures with the same formula, charge and spin, eV: 5.351
DFT total energy, eV: -5146.56861

The geometry in ORCA input format:
```
! RIJCOSX wB97M-V def2-TZVPD def2/J DEFGRID3
* xyz 0 1
C 0.09 -0.64 -0.52
C -0.27 0.68 -0.63
N -0.92 1.25 0.63
N 1.13 -1.35 0.28
H -0.34 -1.39 -1.20
H -0.78 1.20 -1.43
H -0.24 1.80 1.15
H -1.27 0.45 1.13
H 0.42 -0.72 0.80
H 2.04 -0.93 0.06
*
```

Here is the ion C9H14FN2 with charge +1 at a distorted geometry from the OMol25 dataset. Energies are from ωB97M-V/def2-TZVPD.

HOMO energy, eV: -12.820
Kohn-Sham gap, eV: 9.0
LUMO level, eV: -3.80
Energy above the lowest of the compared OMol25 structures with the same formula, charge and spin, eV: 2.036
DFT total energy, eV: -15247.78512
Structure (SMILES): N[C@H](/C=C\C=C\F)C(=[NH2+])C1CC1

The geometry in ORCA input format:
```
! RIJCOSX wB97M-V def2-TZVPD def2/J DEFGRID3
* xyz 1 1
N -1.77 1.08 1.37
C -0.98 1.17 0.16
C -1.66 0.76 -1.06
C -1.74 -0.56 -1.45
C -1.01 -1.66 -0.90
C -0.93 -1.80 0.46
F -0.14 -2.70 1.08
C 0.32 0.43 0.47
N 0.56 0.20 1.69
C 1.25 0.28 -0.65
C 2.69 0.80 -0.39
C 2.43 -0.64 -0.56
H -2.62 0.61 1.27
H -1.91 1.95 1.97
H -0.76 2.21 -0.15
H -2.12 1.56 -1.58
H -2.34 -0.84 -2.23
H -0.51 -2.28 -1.67
H -1.63 -1.31 1.27
H -0.29 0.41 2.22
H 1.23 -0.47 2.05
H 0.80 0.68 -1.68
H 2.72 1.19 0.72
H 3.16 1.33 -1.14
H 2.91 -1.14 -1.50
H 2.35 -1.27 0.25
*
```

Here is a cluster of 19 separate species, H39O19 in total at a distorted geometry from the OMol25 dataset. Energies are from ωB97M-V/def2-TZVPD.

HOMO energy, eV: -13.585
Kohn-Sham gap, eV: 10.9
LUMO level, eV: -2.66
Energy above the lowest of the compared OMol25 structures with the same formula, charge and spin, eV: 2.676
DFT total energy, eV: -39528.34263

The geometry in ORCA input format:
```
! RIJCOSX wB97M-V def2-TZVPD def2/J DEFGRID3
* xyz 1 1
O -1.73 -0.64 -1.59
H -2.08 1.70 -4.48
H -2.54 -0.12 -1.58
O 3.67 -0.48 2.61
H 3.28 -0.93 3.37
H 3.06 -4.08 -0.19
O -2.93 2.66 0.69
H 1.77 1.50 -3.82
H -1.92 0.44 -3.81
O 3.13 1.28 -1.03
H 3.25 -0.03 -1.23
H -3.53 2.37 0.01
O -3.99 0.56 -2.24
H -4.39 0.84 -3.08
H -4.73 -0.06 -2.01
O -1.09 -3.25 1.29
H -0.48 0.60 3.11
H -0.63 -4.11 1.25
O 3.11 -1.10 -0.82
H -2.02 1.92 -1.56
H 2.89 -0.19 2.11
O -2.20 0.76 -4.67
H 2.25 -1.55 -0.84
O -1.53 -3.81 -1.90
H -1.26 -3.41 -2.81
H -2.28 -3.22 -1.74
O 2.58 2.53 3.29
H 2.35 1.61 -1.63
H 2.57 1.47 -0.20
O -1.28 2.48 -1.85
H -3.41 3.49 0.90
H -1.09 2.80 -0.92
O 1.57 0.89 -3.10
H 0.77 1.29 -2.61
H 2.43 3.43 2.94
O 1.09 -2.60 0.88
H 3.32 2.32 2.68
H -1.87 -3.76 1.61
O 3.79 -3.46 -0.02
H 3.52 -3.44 0.95
H 0.52 -1.98 0.44
O 0.10 -0.28 4.77
H -0.23 0.58 5.16
H 3.84 -1.70 -0.65
O -3.72 -1.67 1.74
H -0.12 1.37 0.70
H -4.36 -1.07 2.08
O 0.42 0.91 0.05
H -1.76 -1.20 -0.81
H -0.11 0.16 -0.24
O -1.03 1.08 2.49
H -0.89 2.02 2.80
H -0.44 -0.86 5.32
O 0.70 3.90 -0.83
H 0.89 3.64 -1.72
H 0.02 4.59 -0.88
H 0.82 -2.44 1.79
H -2.84 -1.46 2.09
*
```

What is the DFT total energy in the eighth record? -39528.34263 eV

DFT total energy of number 1 (C11H16N2O7S2)? -50647.74045 eV

Among the records above, which one has the highest DFT total energy? C2H6N2

What did the second record say?
Here is a structure of composition C23H23BIrN4O4 from the OMol25 dataset. Energies are from ωB97M-V/def2-TZVPD.

HOMO energy, eV: -5.700
Kohn-Sham gap, eV: 7.4
LUMO level, eV: 1.71
Energy above the lowest of the compared OMol25 structures with the same formula, charge and spin, eV: 0.000
DFT total energy, eV: -41894.19145

The geometry in ORCA input format:
```
! RIJCOSX wB97M-V def2-TZVPD def2/J DEFGRID3
* xyz -1 1
Ir 0.53 -0.31 0.42
O 5.83 -4.56 -1.24
C 5.62 -4.09 -0.10
O 6.22 -4.24 0.98
C 4.37 -3.16 -0.02
C 3.61 -2.90 -1.15
C 2.51 -2.07 -1.07
N 2.16 -1.51 0.09
C 2.88 -1.75 1.20
C 3.99 -2.57 1.18
C 2.40 -1.06 2.45
O 2.99 -1.16 3.50
O 1.31 -0.33 2.29
H 3.90 -3.37 -2.09
H 1.89 -1.84 -1.92
H 4.56 -2.75 2.08
C 1.86 1.86 0.45
C 0.96 2.54 1.49
C -0.34 3.02 0.89
C -0.53 4.36 0.59
C -1.71 4.79 0.00
C -2.68 3.87 -0.34
C -2.52 2.50 -0.08
C -3.55 1.54 -0.63
C -3.88 1.80 -2.10
C -1.37 2.11 0.61
N -1.14 0.75 0.96
C -2.05 0.01 1.52
C -1.80 -1.38 1.59
C -2.49 -2.51 2.05
C -1.70 -3.60 1.73
C -0.55 -3.12 1.08
N -0.63 -1.79 1.00
H 2.72 1.37 0.90
H 2.20 2.57 -0.31
H 1.33 1.14 -0.25
H 1.50 3.39 1.92
H 0.78 1.84 2.31
H 0.26 5.07 0.83
H -1.86 5.84 -0.22
H -3.57 4.20 -0.85
H -4.47 1.60 -0.03
H -3.19 0.52 -0.56
H -4.34 2.78 -2.26
H -4.57 1.04 -2.47
H -2.98 1.74 -2.72
H -2.97 0.44 1.89
H -3.44 -2.51 2.55
H -1.91 -4.64 1.93
H 0.30 -3.66 0.69
B -1.28 -0.30 -3.96
C -0.68 -0.31 -2.51
N -0.23 -0.30 -1.44
H -2.43 -0.69 -3.87
H -0.61 -1.05 -4.63
H -1.23 0.84 -4.36
*
```